No. 1
Formula: C5H10O2
Source: OMol25
Level of theory: wB97M-V/def2-TZVPD

Geometry as ORCA input:
```
! wB97M-V def2-TZVPD RIJCOSX def2/J DEFGRID3
* xyz 0 1
H -1.144 0.404 -1.546
H -2.266 -1.588 -0.495
H 1.082 1.688 0.215
H -1.390 1.326 -0.057
H 1.206 -1.761 -0.225
H -3.345 -0.177 -0.511
O 0.318 -1.491 -0.496
C -1.237 0.314 -0.456
C 2.943 0.977 1.080
H 3.707 0.448 1.649
H 0.027 -0.296 1.181
C 0.076 -0.221 0.075
C -2.416 -0.580 -0.098
H 1.384 0.822 -1.334
H -2.536 -0.657 0.989
C 1.203 0.705 -0.268
O 2.388 0.087 0.296
*
```

Summary:
Frontier orbital gap, eV: 9.286
HOMO, eV: -8.75
Total energy, eV: -9438.79577

Here are the natural (NBO) charges for atoms 1 to 4, given in e: 0.21 0.22 0.22 0.21

***

No. 2
Formula: C5H10O2
Source: OMol25
Level of theory: wB97M-V/def2-TZVPD

Geometry as ORCA input:
```
! wB97M-V def2-TZVPD RIJCOSX def2/J DEFGRID3
* xyz 0 1
H -2.850 0.216 -0.117
H 1.561 -1.277 -1.099
H 1.572 1.335 0.538
H 0.239 -2.152 0.758
H 0.390 -0.539 1.641
C 1.995 0.688 -0.229
O -1.513 1.191 1.138
H -1.470 1.960 0.559
C -1.888 0.067 0.393
C 0.583 -1.129 0.758
H -0.576 0.713 -1.251
C 1.237 -0.605 -0.313
H -2.026 -0.773 1.072
H 3.046 0.510 0.005
H 1.967 1.212 -1.186
O -1.336 -1.129 -1.719
C -0.931 -0.287 -0.946
*
```

Summary:
Frontier orbital gap, eV: 9.620
HOMO, eV: -8.91
Total energy, eV: -9439.28193

Here are the natural (NBO) charges for atoms 1 to 4, given in e: 0.17 0.22 0.22 0.21

***

No. 3
Formula: C5H10O2
Source: OMol25
Level of theory: wB97M-V/def2-TZVPD

Geometry as ORCA input:
```
! wB97M-V def2-TZVPD RIJCOSX def2/J DEFGRID3
* xyz 0 1
O -1.334 1.045 -0.386
H 1.306 -2.706 -0.203
O 1.066 -1.073 2.014
H -0.801 -0.336 1.824
H -0.385 1.935 1.246
C -0.178 0.380 -0.851
H 1.117 -1.897 -1.771
H -2.031 2.491 0.839
C 0.098 -0.782 1.348
H 0.721 1.000 -0.710
H -0.921 -1.541 -0.331
C -1.074 2.171 0.419
H -0.647 2.999 -0.167
H 2.137 -1.182 -0.501
C 1.211 -1.733 -0.692
C 0.006 -0.977 -0.150
H -0.292 0.206 -1.928
*
```

Summary:
Frontier orbital gap, eV: 10.569
HOMO, eV: -9.66
Total energy, eV: -9441.18909

Here are the natural (NBO) charges for atoms 1 to 4, given in e: -0.55 0.23 -0.52 0.12

***

No. 4
Formula: C5H10O2
Source: OMol25
Level of theory: wB97M-V/def2-TZVPD

Geometry as ORCA input:
```
! wB97M-V def2-TZVPD RIJCOSX def2/J DEFGRID3
* xyz 1 2
O 2.403 0.573 0.276
O 1.103 2.192 3.263
H -2.113 0.301 -1.806
C -0.782 -0.860 -0.611
H -3.752 -1.508 -2.231
H 0.642 2.859 2.731
H 0.171 0.854 -1.357
H 2.348 1.341 -0.320
C -1.921 -0.683 -1.385
C -2.791 -1.784 -1.796
C 0.261 0.054 -0.630
H 1.543 -1.147 0.649
H 1.897 1.966 2.772
H -0.708 -1.787 -0.054
C 1.407 -0.239 0.083
H -2.255 -2.355 -2.574
H -2.976 -2.533 -1.026
*
```

Summary:
Frontier orbital gap (alpha / beta), eV: 9.019 / 7.307
HOMO (alpha / beta), eV: -13.72 / -14.41
Total energy, eV: -9433.03541
Expectation value of S²: 0.77

Here are the natural (NBO) charges for atoms 1 to 4, given in e: -0.55 -0.93 0.22 -0.16

***

No. 5
Formula: C5H10O2S
Source: OMol25
Level of theory: wB97M-V/def2-TZVPD

Geometry as ORCA input:
```
! wB97M-V def2-TZVPD RIJCOSX def2/J DEFGRID3
* xyz 0 1
C -0.474 -1.587 1.115
H -1.172 -1.249 1.994
H 0.720 -1.597 1.417
C -0.875 1.997 -0.245
S 1.117 -0.666 -0.979
C 2.565 0.206 -0.080
H 3.304 -0.604 0.209
C -0.473 -0.543 -0.003
H -1.302 -1.716 -1.682
C -1.612 -0.984 -0.891
H -0.593 2.825 0.447
O -2.747 -0.449 -0.738
H 2.296 1.005 0.791
O -0.721 0.777 0.585
H 3.087 0.933 -0.753
H -2.109 2.235 -0.412
H -0.639 -2.647 0.511
H -0.371 2.062 -1.288
*
```

Summary:
Frontier orbital gap, eV: 9.641
HOMO, eV: -9.17
Total energy, eV: -20273.74973

Here are the natural (NBO) charges for atoms 1 to 4, given in e: -0.65 0.26 0.23 -0.29

***

No. 6
Formula: C5H10O2S
Source: OMol25
Level of theory: wB97M-V/def2-TZVPD

Geometry as ORCA input:
```
! wB97M-V def2-TZVPD RIJCOSX def2/J DEFGRID3
* xyz 0 1
H 0.365 -1.587 -1.319
O -2.696 -1.893 -0.191
H -0.464 1.699 -0.983
C -0.707 -0.256 0.118
H -0.844 -0.576 1.073
H 2.312 -1.709 -0.130
H 1.712 -0.735 1.287
H -2.555 1.315 1.172
C 1.496 -1.559 0.451
H 1.196 -0.111 -1.019
H -2.328 2.635 0.165
C -2.185 1.558 0.204
O -2.872 0.638 -0.663
H -0.147 1.666 0.762
C 0.530 -0.839 -0.566
S -2.101 -0.772 -0.983
C -0.664 1.238 0.031
H 0.984 -2.387 0.785
*
```

Summary:
Frontier orbital gap, eV: 10.173
HOMO, eV: -9.33
Total energy, eV: -20274.96314

Here are the natural (NBO) charges for atoms 1 to 4, given in e: 0.20 -0.93 0.21 -0.43

***

What is the total energy in the fifth record? -20273.74973 eV

***

Which of these has the lowest total energy? number 6

***

total energy of number 6 (C5H10O2S)? -20274.96314 eV